This record from OMol25 describes 9 unconnected molecules or ions with the total composition C39H38BF4O23 in a non-equilibrium geometry. The level of theory is ωB97M-V/def2-TZVPD.

Summary:
- Calculated total energy: -3663.40813 Ha
- M: 961.51 g mol⁻¹
- Strongest force on any atom: 13.81 eV Å⁻¹
- E_LUMO: -0.597 eV
- Frontier orbital gap: 6.30 eV
- ΔE to the lowest compared entry with this formula, charge and spin: 253.3 kJ/mol
- Charge: -1

Each line ends with the Löwdin charge.
Cartesian coordinates (Å):
1 B -0.22792 0.21895 0.51256  -1.368
2 F 0.76808 -0.81005 0.26456  0.068
3 F -0.65192 0.68995 -0.79444  0.047
4 F -1.32292 -0.37505 0.92456  0.221
5 F 0.18108 1.23695 1.22356  0.237
6 C 5.38008 3.82295 -0.30244  0.122
7 C 5.82108 2.40295 -0.41744  -0.125
8 C 5.09008 1.27995 0.10956  -0.398
9 O 5.51908 0.12695 0.12356  0.092
10 C 3.77908 1.57095 0.68156  0.110
11 C 3.23708 2.94495 0.61556  -0.119
12 C 4.04308 4.12595 0.34656  -0.381
13 O 3.74408 5.25795 0.58256  0.147
14 O 1.87508 3.16295 0.69256  0.076
15 O 7.15508 2.09395 -0.97244  -0.025
16 H 6.04608 4.64395 -0.66144  0.128
17 H 3.20108 0.86895 0.90156  0.019
18 H 1.43908 2.28595 0.95556  0.107
19 H 7.31808 1.11795 -0.61044  0.152
20 C -6.07892 1.27695 -1.86244  0.096
21 C -5.56992 0.48295 -0.64544  -0.169
22 C -4.60492 1.14695 0.28156  -0.367
23 O -4.08492 0.60095 1.23956  0.089
24 C -4.17092 2.53495 -0.09344  0.123
25 C -4.61892 3.22995 -1.43644  -0.106
26 C -5.67992 2.60295 -2.20144  -0.398
27 O -6.23892 3.20995 -3.13544  0.091
28 O -3.96792 4.31995 -1.89944  0.173
29 O -6.05392 -0.67805 -0.26844  0.127
30 H -6.86392 0.70395 -2.41444  0.127
31 H -3.34292 2.90895 0.53056  0.109
32 H -3.36792 4.72495 -1.49244  -0.026
33 H -6.08892 -0.69005 0.66156  0.100
34 C -2.08692 -3.51305 -4.60444  0.108
35 C -3.00092 -4.20005 -3.51844  -0.144
36 C -3.19992 -3.49905 -2.30244  -0.498
37 O -3.87392 -3.97205 -1.49844  0.162
38 C -2.74492 -2.17705 -2.13644  0.143
39 C -1.83792 -1.47605 -3.20344  -0.088
40 C -1.54392 -2.19405 -4.47344  -0.387
41 O -0.93492 -1.62005 -5.39044  0.084
42 O -1.76192 -0.15205 -3.12544  0.114
43 O -3.61092 -5.35505 -3.74644  0.139
44 H -2.01292 -4.08305 -5.56044  0.118
45 H -2.82492 -1.67505 -1.37144  0.011
46 H -1.58392 0.24995 -2.30444  0.057
47 H -3.89792 -5.62705 -2.89544  0.096
48 C 1.11008 6.02695 -2.34344  0.120
49 C 2.19208 5.15595 -2.94444  -0.141
50 C 2.09908 3.70595 -3.04144  -0.418
51 O 2.98208 3.03395 -3.49744  0.108
52 C 0.90608 3.06795 -2.50244  0.123
53 C -0.18892 4.00995 -1.94544  -0.042
54 C -0.12992 5.42695 -1.93444  -0.440
55 O -1.00692 6.07795 -1.43944  0.143
56 O -1.33292 3.32895 -1.33544  0.039
57 O 3.28308 5.80295 -3.46744  0.094
58 H 1.20708 7.08995 -2.14844  0.122
59 H 0.69508 1.87395 -2.50744  0.169
60 H -1.12392 2.40295 -1.29744  0.039
61 H 3.69308 4.97295 -3.72844  0.088
62 C -0.00392 -6.83405 3.10956  0.128
63 C -0.23292 -7.28705 1.60756  -0.153
64 C -0.94992 -6.26205 0.78056  -0.313
65 O -1.14992 -6.54005 -0.43944  0.031
66 C -1.26892 -4.85605 1.29356  0.107
67 C -0.81892 -4.50105 2.66956  -0.218
68 C -0.46192 -5.54005 3.62556  -0.354
69 O -0.27592 -5.27905 4.83656  0.085
70 O -0.76092 -3.22605 3.06656  0.073
71 O 0.11208 -8.45805 1.02356  0.042
72 H 0.43108 -7.58305 3.65356  0.066
73 H -1.66192 -4.10905 0.53556  0.126
74 H -0.87192 -2.58005 2.24956  0.178
75 H 0.42008 -8.25505 0.03856  0.191
76 C -3.38792 0.25095 4.44956  -0.009
77 C -2.60192 1.41495 5.06156  -0.444
78 O -3.17192 2.12595 5.86356  0.057
79 C -1.15492 1.58995 4.62356  -0.004
80 H -4.32492 0.52895 4.18856  0.033
81 H -3.53192 -0.52505 5.03756  0.026
82 H -3.04892 -0.10205 3.40456  0.099
83 H -0.88792 1.71595 3.66356  0.007
84 H -0.48692 0.59995 4.91856  0.135
85 H -0.63492 2.36795 5.23856  0.094
86 C 2.62508 -2.05605 4.65856  0.010
87 C 2.16808 -0.61205 4.84756  -0.445
88 O 1.71808 -0.14605 5.86656  0.059
89 C 2.44408 0.32195 3.63656  0.029
90 H 1.93908 -2.59105 5.46256  0.140
91 H 3.70308 -2.07105 4.72856  0.092
92 H 2.27908 -2.37705 3.80956  -0.001
93 H 1.70608 -0.07405 3.01756  0.080
94 H 3.28108 0.09995 3.21656  0.018
95 H 2.58008 1.18095 4.02656  0.033
96 C 4.46308 0.15295 -3.41744  -0.023
97 C 3.69808 -1.12605 -3.09344  -0.425
98 O 4.26308 -2.25105 -3.20744  0.006
99 C 2.39008 -1.04905 -2.32744  -0.017
100 H 5.41308 -0.17205 -3.75844  0.059
101 H 4.65308 0.92095 -2.67444  0.050
102 H 3.89008 0.80795 -4.19944  0.110
103 H 1.49608 -1.18705 -2.92844  0.077
104 H 2.38908 -0.18405 -1.67344  0.057
105 H 2.49608 -1.97105 -1.66644  0.110